Molecular formula: C2H6NO3
Method: DFT, ωB97M-V/def2-TZVPD

The value obtained for the total energy is -360.205033 a.u. As for the relative energy (zero: lowest compared OMol25 entry of this formula, charge and spin): 29.6 kJ/mol. As for the spin multiplicity: 2. Its HOMO energy (alpha / beta) is -10.7574 / -10.6254 eV. Its expectation value of S² is 0.756. As for the maximum force: 2.21 eV/Å. As for the frontier orbital gap (alpha / beta): 11.335 / 7.074 eV.

Geometry as XYZ:
```
12
Properties=species:S:1:pos:R:3:forces:R:3:lowdin_spin:R:1
O -0.2348 1.6734 0.6429 0.42 0.36 0.92 0.722
C -0.1678 0.6914 -0.1405 -1.17 0.23 -1.86 0.076
O -0.9019 0.5249 -1.1151 0.99 -0.42 0.59 0.028
C 0.9788 -0.2881 0.2366 1.04 0.44 0.82 0.080
N 1.9784 -0.4247 -0.8237 -1.70 0.74 -0.42 0.074
H 0.4207 -1.1829 0.5246 0.32 -0.30 -0.43 0.013
H 1.5133 0.0543 1.1262 -0.30 -0.02 0.06 0.001
H 1.4182 -0.3600 -1.6839 0.48 -0.56 -0.05 0.001
H 2.5133 0.4474 -0.8552 0.13 -0.38 0.25 0.003
H -2.6919 -0.2387 -0.0421 -0.16 0.16 -0.08 0.000
H -1.9846 -0.6002 1.2212 -0.14 -0.07 0.28 0.000
O -2.8418 -0.2969 0.9090 0.10 -0.16 -0.07 0.001
```
Positions in Å, forces in eV/Å.

=====

Molecular formula: C2H6NO3
Method: DFT, ωB97M-V/def2-TZVPD

The value obtained for the total energy is -360.163394 a.u. As for the relative energy (zero: lowest compared OMol25 entry of this formula, charge and spin): 138.9 kJ/mol. As for the spin multiplicity: 2. Its HOMO energy (alpha / beta) is -10.6713 / -10.4524 eV. Its expectation value of S² is 0.756. As for the maximum force: 3.99 eV/Å. As for the frontier orbital gap (alpha / beta): 11.186 / 6.067 eV.

Geometry as XYZ:
```
12
Properties=species:S:1:pos:R:3:forces:R:3:lowdin_spin:R:1
O -1.3552 -1.7760 -0.6151 3.03 2.41 0.96 0.061
C -0.5201 -0.8834 -0.3559 -2.53 -1.51 0.80 0.080
O 0.2812 -0.6602 0.6642 -2.07 -1.73 -2.75 0.657
C -0.4300 0.3338 -1.3213 -0.73 1.52 -0.69 0.114
N -0.1759 1.7245 -0.8553 -0.11 -0.63 -1.19 0.032
H -1.3161 0.2831 -1.9870 0.28 0.01 0.84 0.007
H 0.3987 0.1144 -1.9222 1.35 -1.22 -0.95 0.007
H 0.6016 1.6578 -0.2094 0.31 0.40 0.05 0.000
H 0.1658 2.1958 -1.7455 -0.53 -0.42 1.76 0.004
H 1.2822 1.3678 2.6001 -1.09 0.66 0.44 0.000
H 1.0457 0.0059 1.6399 1.47 2.54 2.18 -0.005
O 1.6682 0.6365 2.1603 0.60 -2.03 -1.45 0.044
```
Positions in Å, forces in eV/Å.

=====

Molecular formula: C2H6NO5
Method: DFT, ωB97M-V/def2-TZVPD

The value obtained for the total energy is -510.594124 a.u. As for the total charge: -1. As for the relative energy (zero: lowest compared OMol25 entry of this formula, charge and spin): 842.2 kJ/mol. Its HOMO energy is -5.3242 eV. As for the maximum force: 3.63 eV/Å. As for the frontier orbital gap: 2.938 eV.

Geometry as XYZ:
```
14
Properties=species:S:1:pos:R:3:forces:R:3:nbo_charge:R:1
O -0.2194 -2.4207 -1.6455 0.24 -1.06 0.70 -0.465
C -0.5932 -2.7110 -0.5169 0.02 3.07 -1.94 0.377
N -1.2412 -2.0855 0.4171 0.15 -1.67 -0.56 -0.386
C 0.6066 2.0043 -0.6704 0.51 1.35 -0.19 0.623
O 0.9511 2.5366 0.4058 -0.18 -0.46 0.14 -0.711
O 0.5569 2.5038 -1.8116 -0.22 -0.55 0.17 -0.703
H -0.3457 -3.7401 -0.1356 -0.36 -0.62 0.73 0.298
H -1.2932 -2.6681 1.2806 -0.01 -0.07 2.32 0.408
H 1.2096 4.3265 -0.0043 0.09 0.43 -0.20 0.491
H 0.9785 4.5219 -1.4373 0.17 0.38 0.29 0.482
O 1.2375 5.0646 -0.6616 -0.22 -0.71 -0.14 -1.005
H -1.2041 -4.2883 3.1196 -0.27 0.21 0.20 0.438
H 0.3277 0.9289 -0.5823 -0.26 -0.63 -0.04 0.067
O -0.9712 -3.9729 2.2426 0.34 0.31 -1.48 -0.912
```
Positions in Å, forces in eV/Å.

=====

Molecular formula: C2H6NOS
Method: DFT, ωB97M-V/def2-TZVPD

The value obtained for the total energy is -608.010976 a.u. As for the total charge: -1. As for the relative energy (zero: lowest compared OMol25 entry of this formula, charge and spin): 145.6 kJ/mol. Its HOMO energy is -3.0956 eV. As for the maximum force: 0.98 eV/Å. As for the frontier orbital gap: 7.223 eV.

Geometry as XYZ:
```
11
Properties=species:S:1:pos:R:3:forces:R:3:nbo_charge:R:1
S 2.0766 0.0777 -0.1859 0.36 -0.09 -0.10 -1.050
H 3.2485 0.7052 -0.0593 0.16 0.06 0.03 0.099
O -2.1835 0.3295 -1.3078 0.19 -0.10 -0.26 -0.587
C -1.1196 0.2462 -0.7312 -0.60 0.22 0.75 0.447
C -0.9051 -0.7081 0.4340 0.04 -0.55 -0.73 -0.334
N -0.5025 0.0290 1.6156 0.03 0.35 0.19 -0.879
H -0.2729 0.9137 -0.9388 0.06 0.00 -0.16 0.158
H -1.8435 -1.2519 0.5615 -0.09 0.19 0.25 0.183
H -0.1657 -1.4544 0.0950 0.06 0.14 0.16 0.203
H -0.7703 -0.4348 2.4717 0.06 -0.16 -0.09 0.344
H 0.5147 0.1729 1.5827 -0.29 -0.04 -0.03 0.415
```
Positions in Å, forces in eV/Å.

=====

Molecular formula: C2H6NP
Method: DFT, ωB97M-V/def2-TZVPD

The value obtained for the total energy is -475.796568 a.u. As for the relative energy (zero: lowest compared OMol25 entry of this formula, charge and spin): 159.0 kJ/mol. Its HOMO energy is -8.9226 eV. As for the maximum force: 3.60 eV/Å. As for the frontier orbital gap: 8.700 eV.

Geometry as XYZ:
```
10
Properties=species:S:1:pos:R:3:forces:R:3:nbo_charge:R:1
C -1.5167 -0.2266 0.5189 2.84 1.86 -1.17 -0.513
C 0.2025 0.8908 -0.4859 -2.71 -1.74 1.49 -0.774
N 2.0369 -0.8757 -0.4475 0.28 -0.40 -0.31 -1.131
P 1.5319 0.2416 0.5142 -0.22 0.16 -0.08 1.005
H -1.1170 -1.2134 0.6471 0.07 -0.30 -0.03 0.200
H -1.6195 0.3572 1.4157 -0.17 0.03 0.21 0.195
H -2.2792 -0.1005 -0.2210 -0.26 0.02 -0.26 0.202
H -0.1603 1.8968 -0.3559 0.01 0.24 0.08 0.217
H 0.1091 0.4651 -1.4752 0.13 0.08 -0.16 0.232
H 2.8121 -1.4354 -0.1104 0.03 0.04 0.24 0.367
```
Positions in Å, forces in eV/Å.

=====

Molecular formula: C2H6NP
Method: DFT, ωB97M-V/def2-TZVPD

The value obtained for the total energy is -475.788998 a.u. As for the relative energy (zero: lowest compared OMol25 entry of this formula, charge and spin): 178.9 kJ/mol. Its HOMO energy is -8.6665 eV. As for the maximum force: 3.64 eV/Å. As for the frontier orbital gap: 8.540 eV.

Geometry as XYZ:
```
10
Properties=species:S:1:pos:R:3:forces:R:3:nbo_charge:R:1
C -1.4107 -0.0567 0.6174 1.87 -3.02 -0.78 -0.583
C 0.5830 -0.7886 0.2608 -3.32 -0.31 0.06 -0.795
N 1.4766 1.2792 -0.9586 -0.76 -2.18 1.93 -1.142
P 0.7452 -0.0512 -1.3531 0.37 1.03 -0.38 1.020
H -1.1286 1.0083 0.6050 -0.80 -0.64 -0.19 0.226
H -1.8950 -0.6257 -0.2800 0.82 1.88 1.39 0.213
H -1.9052 -0.5069 1.5484 1.33 0.93 -1.12 0.221
H 0.4091 -1.8949 0.2061 0.39 1.06 0.43 0.224
H 1.3595 -0.3616 0.8840 -0.33 -0.25 0.65 0.244
H 1.7661 1.9982 -1.5300 0.43 1.49 -1.98 0.371
```
Positions in Å, forces in eV/Å.

=====

Molecular formula: C2H6NPS
Method: DFT, ωB97M-V/def2-TZVPD

The value obtained for the total energy is -874.008331 a.u. As for the relative energy (zero: lowest compared OMol25 entry of this formula, charge and spin): 217.0 kJ/mol. Its SMILES is CC(=S)NP. Its HOMO energy is -8.5442 eV. As for the maximum force: 4.99 eV/Å. As for the frontier orbital gap: 8.386 eV.

Geometry as XYZ:
```
11
Properties=species:S:1:pos:R:3:forces:R:3:nbo_charge:R:1
C -0.7389 -1.2119 0.1454 1.42 -0.81 -0.28 -0.734
C -1.3885 -0.0569 -0.6177 2.21 2.93 -1.89 0.088
S -2.8346 -0.0911 -1.3782 1.09 0.06 0.98 0.021
N -0.3753 1.2651 -1.0707 -3.30 -3.63 0.94 -0.988
P 1.1737 1.6415 -0.3782 -0.52 0.17 -0.58 0.540
H 0.0225 -1.0032 1.0109 -1.60 0.13 -1.68 0.246
H -1.5536 -1.8975 0.5288 1.02 0.83 -0.55 0.258
H -0.1019 -1.7894 -0.6756 -1.35 1.06 1.66 0.261
H -0.9948 1.9859 -1.4921 0.78 -0.87 0.61 0.412
H 0.9142 1.1967 0.9104 -0.02 -0.44 0.70 -0.059
H 0.7670 2.9098 0.0576 0.27 0.58 0.07 -0.045
```
Positions in Å, forces in eV/Å.

=====

Molecular formula: C2H6NPS2
Method: DFT, ωB97M-V/def2-TZVPD

The value obtained for the total energy is -1272.297991 a.u. As for the relative energy (zero: lowest compared OMol25 entry of this formula, charge and spin): 0.0 kJ/mol. Its SMILES is NP1SCCS1. Its HOMO energy is -8.6138 eV. As for the maximum force: 2.99 eV/Å. As for the frontier orbital gap: 8.934 eV.

Geometry as XYZ:
```
12
Properties=species:S:1:pos:R:3:forces:R:3:nbo_charge:R:1
N 2.4801 -0.6563 1.1663 0.59 -0.10 -1.21 -1.174
P 1.9827 -0.1935 -0.4378 -0.67 -0.91 1.21 0.775
S 0.1614 -1.6397 -0.5952 0.98 1.71 -0.13 -0.170
C -1.0576 -0.2603 -0.4666 -0.77 -1.76 -1.55 -0.517
C -0.5508 1.0031 -1.0592 1.63 -1.14 1.56 -0.511
S 0.7806 1.5393 0.0820 0.63 -0.71 -0.96 -0.096
H 3.3220 -1.2946 1.1787 -1.72 0.86 0.15 0.402
H 1.6218 -0.9758 1.6223 0.90 -0.32 0.38 0.397
H -1.2019 -0.0460 0.5629 -1.00 -0.38 0.86 0.219
H -1.9113 -0.6647 -1.0960 0.48 0.64 1.30 0.233
H -0.3192 0.8345 -2.0589 1.11 0.04 -1.80 0.218
H -1.2351 1.7569 -1.0208 -2.15 2.06 0.19 0.224
```
Positions in Å, forces in eV/Å.

=====

Molecular formula: C2H6NS2
Method: DFT, ωB97M-V/def2-TZVPD

The value obtained for the total energy is -930.586495 a.u. As for the total charge: +1. As for the relative energy (zero: lowest compared OMol25 entry of this formula, charge and spin): 161.4 kJ/mol. Its HOMO energy is -14.3997 eV. As for the maximum force: 4.27 eV/Å. As for the frontier orbital gap: 8.224 eV.

Geometry as XYZ:
```
11
Properties=species:S:1:pos:R:3:forces:R:3:nbo_charge:R:1
C 0.7975 1.4285 -0.0868 3.15 -2.89 -0.06 -0.136
C -0.2635 0.4455 -0.1477 -0.57 -1.58 -1.20 -0.335
N 0.2581 -0.8831 0.0918 -1.17 -0.95 -2.15 -0.848
S 2.4543 1.1759 0.0981 -1.44 -0.93 -0.31 0.512
S 3.1394 -0.9540 0.0229 2.53 2.97 0.32 0.050
H 0.4773 2.3934 -0.0233 -0.30 3.00 0.02 0.247
H -0.9766 0.5097 -1.0636 1.52 0.10 1.24 0.291
H -0.8933 0.6786 0.6650 -1.20 0.87 1.12 0.263
H 1.9504 -1.3672 -0.1267 -2.43 -0.86 -0.45 0.167
H -0.3113 -1.5868 -0.3623 -0.02 0.06 -0.49 0.401
H 0.2266 -1.1991 1.0181 -0.06 0.21 1.96 0.388
```
Positions in Å, forces in eV/Å.

=====

Molecular formula: C2H6NS3
Method: DFT, ωB97M-V/def2-TZVPD

The value obtained for the total energy is -1328.842599 a.u. As for the total charge: +1. As for the relative energy (zero: lowest compared OMol25 entry of this formula, charge and spin): 0.0 kJ/mol. Its SMILES is [NH2+]=C(CS)SS. Its HOMO energy is -13.7462 eV. As for the maximum force: 4.47 eV/Å. As for the frontier orbital gap: 8.886 eV.

Geometry as XYZ:
```
12
Properties=species:S:1:pos:R:3:forces:R:3:nbo_charge:R:1
N 0.6316 1.2445 -0.6205 -1.85 3.49 -2.11 -0.684
C -0.3383 0.4455 -0.2137 2.71 0.14 0.22 0.179
C 0.3068 -0.6964 0.5345 -2.01 -1.72 0.29 -0.598
S 0.5438 -2.0785 -0.6998 1.00 0.87 0.02 0.067
S -1.9603 0.7707 -0.6085 0.42 0.56 -0.36 0.348
S -2.9818 -0.6921 0.2909 -0.41 -1.74 -1.02 -0.039
H 0.4725 2.1673 -1.2480 0.42 -2.95 2.00 0.451
H 1.5215 1.1604 -0.1674 0.46 0.03 -0.23 0.427
H 1.2635 -0.4244 1.0084 -0.50 -0.16 -0.30 0.261
H -0.3899 -1.1718 1.2561 0.61 0.74 -0.10 0.283
H -0.6510 -2.6161 -0.5828 -0.63 -0.20 0.25 0.128
H -2.9435 -1.5695 -0.8289 -0.20 0.94 1.33 0.177
```
Positions in Å, forces in eV/Å.